(1)
71
Properties=species:S:1:pos:R:3 method="wB97M-V/def2-TZVPD" total_charge=+1 homo_energy_ev="-10.31 / -10.07" mol_weight_da=813.248
Sn 1.1248 0.4465 -1.5696
Cl -3.9472 1.9725 4.5366
Cl -2.7156 -0.9567 6.0808
S 0.1543 1.4436 -3.8733
O -0.4774 0.9224 -0.3188
O -4.6606 1.3272 7.1155
O 1.0982 -2.1454 0.1081
O -5.0647 2.7206 3.9135
O -1.5644 2.8683 -0.0744
O -2.9755 -0.7612 -0.6167
N -1.6557 3.0715 -4.9629
N 2.5890 -0.0023 1.4298
N -1.5751 -1.3382 0.9871
N -1.4237 3.3956 -2.8065
N -0.3334 -1.4943 -2.1496
N -4.2475 1.5288 5.9474
N -0.3306 -1.4469 1.7209
N 1.1837 4.0855 -0.3243
C -0.8164 -0.2860 4.1948
C 1.6181 3.0827 -0.6982
C -2.5094 4.3116 -3.1645
C -1.9504 -1.3464 -0.3418
C 4.0380 0.1833 3.3219
C -0.1658 -3.4321 -3.5370
C -2.2094 0.0779 4.7410
C -1.6377 1.2390 1.6728
C -2.9505 1.4871 2.2960
C -3.3732 0.3721 3.8244
C 3.5838 0.5979 2.0759
C -1.2383 1.7620 0.3137
C -2.0157 -0.2824 1.8471
C -1.4435 2.5741 -6.3053
C -1.1135 -4.0828 -2.7664
C -3.4214 0.1004 2.3387
C 3.4355 -0.9090 3.9203
C 2.0124 -1.0475 2.0277
C -1.6688 -3.4180 -1.6846
C -0.3816 1.0921 2.5715
C -1.5408 1.6537 5.0827
C -0.4021 1.1641 4.1263
C -0.7386 -0.4161 2.6826
C 0.1875 -2.1408 -3.1921
C -2.5143 2.7524 4.8266
C -1.0340 2.6739 -3.8551
C 2.3887 -1.5426 3.2623
C -2.5591 4.1904 -4.6961
C 0.9057 -1.6304 1.1905
C -1.2376 -2.1351 -1.4054
H -3.2857 2.4114 2.8154
H 3.7779 -1.2706 4.8807
H 1.8968 -2.4101 3.6824
H -2.1965 5.0918 -5.1937
H 0.2945 -3.9078 -4.3907
H -0.7387 3.2032 -6.8522
H -4.3276 -0.2990 1.8945
H 0.9182 -1.5970 -3.7825
H -3.5553 3.9639 -5.0751
H 4.8541 0.7052 3.8014
H -2.4251 -3.8794 -1.0650
H -1.4247 -5.0903 -3.0071
H -3.4403 4.0064 -2.6872
H -1.1956 1.7640 6.1105
H -0.2667 -0.9774 4.8269
H 0.5791 1.4278 4.5190
H -1.0554 1.5605 -6.2633
H -2.3976 2.5702 -6.8301
H 0.7363 4.9164 0.0095
H 0.5577 1.4441 2.1551
H 4.0388 1.4450 1.5757
H -1.3192 3.0768 -1.8412
H -2.2736 5.3246 -2.8455

=====

(2)
65
Properties=species:S:1:pos:R:3 method="wB97M-V/def2-TZVPD" total_charge=+2 multiplicity=2 homo_energy_ev="-14.07 / -14.07" mol_weight_da=873.474
Te 0.7137 -0.7540 -1.6068
Ru 1.1580 0.7125 0.4861
Br -0.8883 2.7189 2.5432
Cl 5.0136 1.4277 -2.4954
Cl 7.6924 3.3444 1.7240
Cl 2.5905 1.7907 2.3063
O -3.9885 2.7968 -2.6005
O 2.8561 1.1869 -0.5583
N -0.3915 0.0717 1.8008
N 0.0927 2.1496 -0.5001
N -4.1678 2.3171 -0.3826
C -1.7125 -0.4816 -3.3238
C 3.9197 1.6554 -0.0498
C -3.6368 -1.1563 -1.4308
C -0.5196 -1.2633 1.9528
C 1.4648 -5.1365 0.3817
C -1.2418 2.0335 -0.5972
C 2.1859 -2.8969 -0.1094
C 6.2777 2.7084 1.0508
C -1.3905 3.9727 -1.9764
C -1.3363 -0.8398 -2.0345
C 5.1495 2.5347 1.8851
C 0.2838 -4.9117 -0.3130
C 6.2480 2.3694 -0.3069
C -3.4907 2.6878 -1.5059
C -0.0231 4.1269 -1.8291
C 2.4173 -4.1312 0.4814
C 0.6855 3.1965 -1.0920
C 4.0191 2.0223 1.3372
C 5.1020 1.8554 -0.8538
C -4.0186 -0.7867 -2.7162
C -1.4228 -3.3690 2.9546
C -2.1031 -1.0330 3.6936
C 0.9914 -2.6736 -0.7893
C -3.0602 -0.4513 -3.6599
C -1.3506 -1.8719 2.8764
C -1.9775 0.3379 3.5704
C -2.0119 2.9156 -1.3242
C 0.0380 -3.6769 -0.9006
C -2.2961 -1.1792 -1.0837
C -1.1043 0.8464 2.6241
H -3.3572 -0.1637 -4.6590
H 1.6511 -6.1021 0.8319
H -3.8045 2.5674 0.5222
H -2.0057 -1.4653 -0.0773
H -2.5307 1.0144 4.2050
H 0.5067 4.9449 -2.2955
H -1.9977 -3.6882 3.8212
H 0.0818 -1.8705 1.2889
H -0.4477 -5.7035 -0.4074
H -0.8824 -3.5119 -1.4453
H 1.7569 3.2708 -0.9876
H -2.7762 -1.4475 4.4334
H -0.4260 -3.8048 3.0239
H -5.1720 2.2660 -0.4701
H 2.9456 -2.1235 -0.0503
H -1.8998 -3.7792 2.0629
H 3.3461 -4.3127 1.0055
H -5.0668 -0.7622 -2.9809
H -1.9795 4.6465 -2.5850
H 5.2061 2.8098 2.9293
H -0.9693 -0.2182 -4.0665
H -4.3866 -1.4236 -0.6978
H -1.6886 1.1760 -0.1137
H 7.1291 2.5144 -0.9162

=====

(3)
67
Properties=species:S:1:pos:R:3 method="wB97M-V/def2-TZVPD" total_charge=-2 multiplicity=2 homo_energy_ev="-1.86 / -1.80" mol_weight_da=670.996
Cu 0.8992 -0.5895 -1.3694
Cl 6.8303 2.7073 -0.5789
Cl 7.1573 0.1577 1.3382
O 0.3329 1.6224 1.2082
O -0.6083 -0.2344 0.3439
O 3.0271 -2.8836 1.3103
O 2.2640 3.1205 -2.4725
O 2.7483 -1.7680 -3.7476
O 0.6112 -1.1228 -3.4528
N 2.3907 -1.1807 -0.1560
N 2.0374 0.9900 -1.5674
N -0.6064 1.0617 -2.1503
N 0.3263 -2.5113 -0.9595
C -4.7282 0.9121 5.2067
C -3.6294 0.8622 4.1736
C 0.6015 -4.2272 0.6567
C 5.5381 1.5387 -0.3885
C 2.2859 -2.3288 0.4810
C -0.7861 -3.0923 -1.3993
C 3.2968 0.8518 -0.9738
C 1.6179 2.1174 -2.1366
C 1.6172 -1.4763 -4.1532
C 5.6853 0.4348 0.4302
C 4.6505 -0.4868 0.5469
C 4.3543 1.7490 -1.0882
C -2.7775 -0.2365 4.0962
C -2.4307 1.8595 2.3108
C -3.4438 1.8974 3.2705
C -1.2746 -4.2574 -0.8316
C -2.2393 3.0282 1.3756
C 3.4668 -0.3034 -0.1552
C -1.7737 -0.3177 3.1368
C -0.4895 0.6983 1.1901
C 1.0127 -3.0516 0.0503
C 0.1016 2.1812 -2.2750
C -2.6202 2.3376 -2.2326
C -0.5029 3.4269 -2.4232
C -0.8903 -1.5385 3.0718
C -0.5639 -4.8288 0.2156
C 1.3315 -1.5630 -5.6583
C -1.8818 3.5035 -2.3948
C -1.9334 1.1413 -2.1192
C -1.5977 0.7439 2.2388
H -1.9729 2.7009 0.3695
H 4.2447 2.6149 -1.7202
H -0.9210 -5.7388 0.6838
H -1.4127 3.6539 1.7173
H -1.0005 -2.1449 3.9746
H -3.1484 3.6345 1.3256
H 0.1615 -1.2666 2.9572
H -2.4628 0.2037 -1.9872
H -4.3312 0.7851 6.2176
H -1.1460 -2.1438 2.2012
H -4.0992 2.7655 3.3120
H 0.6318 -2.3831 -5.8418
H -2.8991 -1.0556 4.8028
H -3.7012 2.3557 -2.1783
H -2.1887 -4.7034 -1.2023
H -2.3807 4.4619 -2.4785
H 4.7537 -1.3557 1.1792
H 2.2534 -1.7399 -6.2118
H -1.2637 -2.6036 -2.2412
H -5.2571 1.8666 5.1705
H -5.4619 0.1171 5.0440
H 0.1322 4.2948 -2.5288
H 1.2043 -4.6256 1.4616
H 0.8582 -0.6385 -5.9954

=====

(4)
69
Properties=species:S:1:pos:R:3 method="wB97M-V/def2-TZVPD" total_charge=-2 multiplicity=2 homo_energy_ev="-2.03 / -1.81" mol_weight_da=739.896
Se 0.9194 -2.8390 -1.0318
Co 0.2833 1.0675 1.7474
Cl -1.9976 -1.4159 2.4236
O 3.6147 -0.7465 -0.4876
O -1.0108 1.7927 2.9056
O -2.9696 -0.9583 3.3750
O -2.3252 -2.7937 2.0327
O -2.0290 -0.5968 1.2267
O 1.4804 0.3874 0.4061
O -0.6754 -1.3999 2.9942
N 7.4916 -2.2760 2.0707
N 0.2736 1.7636 -0.9819
N -1.9057 -2.6784 -0.7594
N -0.4193 1.9806 0.2014
N -1.2401 -2.1975 -2.7817
C -4.3614 -2.2246 -1.0948
C -2.0351 2.4991 2.5860
C 5.2387 0.3844 2.3693
C -4.8512 -1.5619 -3.3808
C -5.2653 -1.8376 -2.0778
C 1.8324 0.9739 -3.1763
C -1.4889 2.6791 0.1374
C -4.0732 3.6138 3.3529
C -3.4754 3.7512 1.0483
C 6.4984 -1.7143 2.2438
C 3.7525 -0.1604 -4.0453
C 1.2455 0.9222 -0.7507
C -0.8056 -2.5862 -1.5352
C 2.1293 0.5441 -1.8842
C -2.9611 2.8533 3.6080
C 2.9443 -0.9985 3.0876
C 5.2787 -1.0077 2.4838
C 4.0719 1.0709 2.6258
C -0.3867 -1.9237 -3.9111
C 1.6532 1.1278 3.2760
C -2.3285 2.9740 1.2696
C -4.3486 4.0825 2.0592
C 4.0680 -0.6004 -2.7757
C -2.6132 -2.0363 -2.7665
C -3.0330 -2.3263 -1.4645
C 3.2614 -0.2661 -1.6832
C -3.5120 -1.6551 -3.7481
C 2.6258 0.6309 -4.2573
C 4.1063 -1.6902 2.8331
C 2.8882 0.4114 3.0155
H 2.0324 -1.5338 3.3261
H -4.7548 3.8468 4.1648
H 1.8106 2.1904 3.4732
H 6.1355 0.9159 2.0738
H -1.8806 -2.8289 0.2572
H -6.3128 -1.7381 -1.8224
H 2.3721 0.9731 -5.2534
H -0.7024 -0.9935 -4.3849
H 4.0532 2.1506 2.5277
H 0.6337 -1.8160 -3.5472
H -3.6682 4.0903 0.0343
H -5.2312 4.6773 1.8587
H -4.6659 -2.4214 -0.0757
H 4.1192 -2.7719 2.8882
H -5.5830 -1.2583 -4.1192
H 4.3863 -0.4398 -4.8798
H 1.0575 0.6736 4.0692
H -3.1852 -1.4310 -4.7553
H 0.9497 1.5870 -3.3026
H 2.9092 -0.4704 0.1533
H -0.4245 -2.7379 -4.6394
H -1.7722 3.0742 -0.8394
H 4.9314 -1.2273 -2.5923
H -2.7557 2.4700 4.5995

=====

(5)
65
Properties=species:S:1:pos:R:3 method="wB97M-V/def2-TZVPD" total_charge=+1 multiplicity=2 homo_energy_ev="-10.64 / -10.78" mol_weight_da=893.853
I -1.5068 -3.5470 -6.6522
I 3.2535 -5.6318 -1.3986
Ru -0.1936 -0.4445 -0.8982
Cl -4.5809 1.0654 -3.1095
P 0.6967 0.0817 1.4246
O -2.1279 0.6300 -1.6818
O -2.5281 -1.4126 -0.9833
N -0.1570 -3.7225 0.2113
N -0.4099 -1.2736 -3.2206
N -1.0382 -0.3449 -3.9504
N 0.2921 -2.7112 -0.5275
C -1.1248 -2.1762 -5.1265
C 2.8221 2.0360 -3.0342
C -2.6057 2.4904 0.7582
C 0.8138 -0.0222 3.2501
C 2.3069 2.3179 1.9697
C 0.1652 0.6641 5.4532
C 0.0101 0.7550 4.0820
C -1.4980 -0.8448 -5.1034
C 3.4478 3.5881 0.2794
C 1.7665 1.4907 1.0075
C 1.9190 1.0262 -2.6821
C -2.0511 -0.0799 1.6536
C -0.4490 -2.3956 -3.9198
C 2.9480 2.7362 -0.7262
C -3.3551 0.3736 1.6290
C 2.0599 1.6826 -0.3670
C -3.6337 1.6579 1.1817
C 1.6585 -4.4528 -0.7589
C 1.1009 -0.2038 5.9943
C 1.7466 -0.9006 3.7935
C -2.8987 -0.3402 -1.4823
C 1.8917 -0.9846 5.1665
C -1.2954 2.0492 0.7741
C 1.5079 0.8392 -1.3713
C -1.0040 0.7546 1.2287
C 3.1282 3.3849 1.5967
C 1.3978 -3.1275 -1.1245
C 0.6352 -4.8017 0.1027
C -4.3688 -0.1790 -1.8645
C 3.3234 2.8819 -2.0775
H 1.9492 -2.4761 -1.7788
H 2.6193 -1.6595 5.5887
H -2.0452 -0.2588 -5.8136
H -1.1998 0.5792 -3.5575
H 0.0059 -3.2994 -3.5690
H 0.4557 -5.7178 0.6272
H -0.4455 1.2769 6.0984
H 1.2021 -0.2819 7.0651
H -4.9150 0.1378 -0.9771
H 2.0963 2.1400 3.0133
H 4.0342 3.6482 -2.3461
H 4.0878 4.4113 -0.0024
H -0.7171 1.4328 3.6557
H 3.1322 2.1340 -4.0625
H -2.8303 3.4902 0.4198
H -4.6521 2.0190 1.1717
H -4.1495 -0.2708 1.9727
H -1.8166 -1.0677 2.0329
H 1.5592 0.3725 -3.4685
H -0.4937 2.7110 0.4683
H -1.0353 -3.6402 0.7064
H 3.5134 4.0383 2.3636
H -4.7731 -1.1191 -2.2381
H 2.3527 -1.5085 3.1339

=====

(6)
73
Properties=species:S:1:pos:R:3 method="wB97M-V/def2-TZVPD" total_charge=0 homo_energy_ev=-8.03 mol_weight_da=1020.476
Ir 1.1578 -1.3315 -0.9413
Te -0.5466 -0.5762 0.7689
S -2.9082 4.0024 -1.4802
S -3.0338 1.2676 -1.8938
F -4.4961 -0.8845 -1.9914
F -5.3057 3.8369 -2.6293
F -5.6332 0.9126 -1.6057
F -4.4203 5.8073 -2.6449
F -3.6982 4.3032 -4.0091
F -4.4330 0.0351 -0.0292
O -1.9138 0.4810 -1.4385
O -0.5164 -2.2844 -1.6504
O -1.6400 4.0689 -2.1531
O -3.1677 4.8968 -0.3931
O -3.1956 1.4362 -3.3083
O 0.8328 0.5138 -1.6910
N 3.0282 -0.7395 -0.4834
N -3.3072 2.5441 -1.0199
N 1.8912 -3.1710 -0.5106
C -0.7819 -5.5944 -0.0408
C -2.3369 -3.7027 -1.3592
C 0.2759 -1.2838 2.5892
C 0.1691 4.0527 2.0211
C -0.1806 -4.3901 -0.4745
C 2.0355 -1.4735 4.2159
C 3.7438 -1.8096 0.2267
C 1.2292 -4.2485 -0.2811
C -0.1129 -2.4595 4.6525
C 1.1889 -2.1962 5.0479
C -0.1637 1.4318 1.2329
C -2.8847 -4.8744 -0.9083
C 3.8405 2.6343 -1.6238
C 1.9620 3.7827 -2.5527
C 3.0367 1.4811 -1.4250
C 1.1569 2.6931 -2.3857
C 1.1191 1.9327 1.4098
C -0.5711 -2.0049 3.4219
C -2.1105 -5.8406 -0.2385
C -4.1610 4.5030 -2.7801
C 3.3240 3.7661 -2.1753
C -0.9650 -3.4118 -1.1632
C 3.3576 -3.1267 -0.4238
C 1.6688 1.5007 -1.8171
C -1.1068 3.5449 1.8404
C -1.2811 2.2273 1.4332
C -4.4924 0.2895 -1.3435
C 1.2831 3.2508 1.8001
C 3.6295 0.3657 -0.7938
C 1.5803 -1.0173 2.9889
H 1.9860 1.3153 1.2262
H 0.1101 2.7147 -2.6495
H 1.5377 4.6834 -2.9789
H 3.7541 -3.1408 -1.4432
H -1.5895 -2.2185 3.1175
H -0.1584 -6.3291 0.4573
H 1.5452 -2.5487 6.0068
H -1.9738 4.1768 1.9799
H 0.2986 5.0857 2.3171
H 4.8221 -1.6459 0.2061
H -2.2794 1.8521 1.2415
H -0.7764 -3.0183 5.2993
H 4.8803 2.5964 -1.3160
H 3.7530 -3.9928 0.1092
H 2.2324 -0.4320 2.3553
H 4.6786 0.4573 -0.5111
H -2.9282 -2.9658 -1.8788
H 2.2805 3.6549 1.9176
H 3.4064 -1.8237 1.2645
H 3.0489 -1.2566 4.5296
H 1.7837 -5.1276 0.0496
H -2.5592 -6.7631 0.1022
H -3.9393 -5.0581 -1.0734
H 3.9403 4.6426 -2.3188

=====

Repeat the second record exactly.
65
Properties=species:S:1:pos:R:3 method="wB97M-V/def2-TZVPD" total_charge=+2 multiplicity=2 homo_energy_ev="-14.07 / -14.07" mol_weight_da=873.474
Te 0.7137 -0.7540 -1.6068
Ru 1.1580 0.7125 0.4861
Br -0.8883 2.7189 2.5432
Cl 5.0136 1.4277 -2.4954
Cl 7.6924 3.3444 1.7240
Cl 2.5905 1.7907 2.3063
O -3.9885 2.7968 -2.6005
O 2.8561 1.1869 -0.5583
N -0.3915 0.0717 1.8008
N 0.0927 2.1496 -0.5001
N -4.1678 2.3171 -0.3826
C -1.7125 -0.4816 -3.3238
C 3.9197 1.6554 -0.0498
C -3.6368 -1.1563 -1.4308
C -0.5196 -1.2633 1.9528
C 1.4648 -5.1365 0.3817
C -1.2418 2.0335 -0.5972
C 2.1859 -2.8969 -0.1094
C 6.2777 2.7084 1.0508
C -1.3905 3.9727 -1.9764
C -1.3363 -0.8398 -2.0345
C 5.1495 2.5347 1.8851
C 0.2838 -4.9117 -0.3130
C 6.2480 2.3694 -0.3069
C -3.4907 2.6878 -1.5059
C -0.0231 4.1269 -1.8291
C 2.4173 -4.1312 0.4814
C 0.6855 3.1965 -1.0920
C 4.0191 2.0223 1.3372
C 5.1020 1.8554 -0.8538
C -4.0186 -0.7867 -2.7162
C -1.4228 -3.3690 2.9546
C -2.1031 -1.0330 3.6936
C 0.9914 -2.6736 -0.7893
C -3.0602 -0.4513 -3.6599
C -1.3506 -1.8719 2.8764
C -1.9775 0.3379 3.5704
C -2.0119 2.9156 -1.3242
C 0.0380 -3.6769 -0.9006
C -2.2961 -1.1792 -1.0837
C -1.1043 0.8464 2.6241
H -3.3572 -0.1637 -4.6590
H 1.6511 -6.1021 0.8319
H -3.8045 2.5674 0.5222
H -2.0057 -1.4653 -0.0773
H -2.5307 1.0144 4.2050
H 0.5067 4.9449 -2.2955
H -1.9977 -3.6882 3.8212
H 0.0818 -1.8705 1.2889
H -0.4477 -5.7035 -0.4074
H -0.8824 -3.5119 -1.4453
H 1.7569 3.2708 -0.9876
H -2.7762 -1.4475 4.4334
H -0.4260 -3.8048 3.0239
H -5.1720 2.2660 -0.4701
H 2.9456 -2.1235 -0.0503
H -1.8998 -3.7792 2.0629
H 3.3461 -4.3127 1.0055
H -5.0668 -0.7622 -2.9809
H -1.9795 4.6465 -2.5850
H 5.2061 2.8098 2.9293
H -0.9693 -0.2182 -4.0665
H -4.3866 -1.4236 -0.6978
H -1.6886 1.1760 -0.1137
H 7.1291 2.5144 -0.9162